1.
# C25H33GeN5O2PdS

A structure of composition C25H33GeN5O2PdS in a non-equilibrium geometry (wB97M-V/def2-TZVPD, OMol25).

The value obtained for the frontier orbital gap is 0.1478 Ha. For the lowest unoccupied orbital energy, the calculation gives 4.3 eV. The charge is -2.

Each line ends with the Löwdin charge.
Cartesian coordinates (Å):
Pd: -1.7101 -0.0236 -1.4937  0.8827
O: -1.8566 -1.7964 5.6286  -0.0730
C: -1.0499 -1.4077 4.7826  -0.6753
O: 0.1808 -1.3908 4.9594  -0.1071
C: -1.3570 -0.9018 3.1036  0.0053
C: -1.5667 -2.1817 2.0551  0.0341
C: -1.7237 -1.8590 0.7770  -0.4343
N: -1.8661 -0.6719 0.4342  -0.0227
C: -1.8481 0.3931 1.3129  -0.3098
C: -1.8227 0.3005 2.6622  -0.0834
C: -1.7921 1.7764 0.8672  -0.1320
C: -2.2122 3.1840 1.5723  -0.0901
C: -2.4949 4.1699 0.7276  -0.2177
C: -2.3764 4.1277 -0.7630  -0.1807
C: -2.1905 2.8127 -1.3620  -0.1708
N: -1.9470 1.6088 -0.6116  -0.2113
C: -1.6312 -2.7183 -0.4044  -0.1794
C: -1.7371 -4.1684 -0.2471  0.0087
C: -1.3198 -4.8014 -1.4874  -0.1192
C: -1.1211 -4.1636 -2.6548  -0.1267
C: -1.1520 -2.8448 -2.6268  -0.2316
N: -1.3599 -2.1502 -1.5710  0.0233
H: -1.7295 -3.2463 2.3889  0.1048
H: -1.9447 1.2906 3.1201  0.0925
H: -1.5484 3.0075 2.5637  0.1185
H: -2.8412 5.3013 1.1559  0.1222
H: -1.9017 4.7471 -1.5079  0.0363
H: -2.4155 2.5619 -2.4966  0.0906
H: -1.1054 -4.6385 0.5735  0.1242
H: -1.1274 -5.9749 -1.3378  0.1305
H: -0.8794 -4.6940 -3.7058  0.1552
H: -0.8596 -2.4630 -3.5339  0.0576
C: 1.5514 -1.3417 -3.6554  -0.2234
Ge: 0.5660 0.4852 -3.9866  0.6865
C: 0.7386 0.7693 -5.8720  -0.2741
C: 1.2941 1.6539 -2.7080  -0.2486
C: -1.4073 0.4298 -3.6094  -0.4324
H: 1.1800 -1.7815 -4.5550  -0.0424
H: 0.8473 -1.4493 -2.6138  0.0529
H: 2.6018 -1.4971 -3.4846  -0.0241
H: 1.4937 1.6213 -6.0869  0.0263
H: -0.0553 1.2014 -6.2285  -0.1053
H: 0.8813 0.3787 -7.0206  0.0788
H: 0.7155 1.8183 -1.8724  -0.0381
H: 1.4983 2.5267 -3.3668  0.0146
H: 2.3849 1.2483 -2.4173  0.0736
H: -1.9225 -0.4444 -4.2388  -0.0131
H: -1.8724 1.2225 -4.1909  -0.0701
C: 2.2656 -2.4502 1.1373  -0.0813
C: 1.8081 -1.2369 1.8569  -0.2771
N: 2.4315 -0.1019 1.3813  0.0204
C: 2.3893 1.0239 2.0168  -0.7717
S: 3.1648 2.4205 1.1798  0.3804
N: 1.8381 1.2063 3.1988  0.0093
C: 1.3424 2.4525 3.7252  -0.2498
C: 2.3464 2.9749 4.8223  -0.0784
H: 3.4502 -2.6848 1.5176  0.1456
H: 2.3957 -2.3755 0.1546  0.0036
H: 1.7112 -3.3799 1.2141  0.0726
H: 2.0729 -1.5506 2.7876  0.0873
H: 0.7053 -1.2670 1.6330  0.1262
H: 2.9888 -0.3732 0.6817  0.0727
H: 1.4585 0.4052 3.6873  0.1170
H: 0.3638 2.1989 4.0654  0.0956
H: 1.3615 3.1081 2.8470  0.0549
H: 2.0154 2.9552 5.9205  0.0783
H: 2.4197 4.0962 4.4440  0.0964
H: 3.2828 2.5517 4.7546  0.0152

2.
# C25H33I2O2P2PdSi

A structure of composition C25H33I2O2P2PdSi in a non-equilibrium geometry (wB97M-V/def2-TZVPD, OMol25).

Its expectation value of S² is 6.048. The value obtained for the frontier orbital gap (spin up / spin down) is 0.1662 / 0.1398 Ha. For the lowest unoccupied orbital energy (spin up / spin down), the calculation gives -11.6 / -12.3 eV. Its spin multiplicity is 5. The charge is +3.

Each line ends with the Löwdin charge.
Cartesian coordinates (Å):
I: 0.2025 1.4481 -4.3866  0.9459
I: -3.2896 0.2547 -0.9668  1.0317
Pd: -0.7296 1.4951 -1.3997  0.4355
P: -0.5422 3.6366 -0.8913  0.6964
C: 1.0689 3.5145 -0.0831  -0.1971
C: -0.4054 4.7864 -2.2368  -0.2146
H: -0.2819 5.7281 -1.6943  0.0799
H: -1.5670 4.9271 0.5997  0.0822
H: -1.3261 4.7723 -2.8262  0.0707
H: -2.7767 3.9831 -0.3226  0.0708
H: 1.8563 3.1786 -0.7903  0.0731
H: 0.4539 4.5455 -2.8807  0.0587
C: -1.8343 3.9518 0.2136  -0.2221
H: 1.1913 4.5671 0.1875  0.0743
H: -1.8727 3.2014 0.9920  0.0622
H: 1.0163 2.8326 0.7865  0.0548
P: -2.3453 -0.3627 -3.2997  0.6264
C: -1.4948 -1.9614 -3.2176  -0.1947
C: -4.1266 -0.8238 -3.1797  -0.4727
H: -2.7414 1.0390 -5.2311  0.0660
H: -2.8902 -0.7341 -5.5582  0.0850
H: -1.2584 0.0348 -5.4533  -0.0807
C: -2.3041 0.0519 -5.0794  -0.3270
H: -4.7023 0.1162 -3.1894  0.0393
H: -4.3767 -1.4658 -4.0034  0.0624
H: -2.1728 -2.6467 -3.7384  0.0917
H: -1.3536 -2.2859 -2.1773  0.0457
H: -4.2706 -1.3546 -2.2083  -0.0334
H: -0.5337 -1.9053 -3.7485  0.0706
C: 0.4707 0.2210 -2.3087  -0.6502
O: 1.0514 -0.7654 -2.1044  0.1078
O: -0.1380 0.7115 0.4667  -0.4164
Si: 0.6599 -0.3348 1.3747  0.4600
C: 2.4981 -0.0180 1.3327  -0.2677
C: 3.0616 0.5964 0.2167  -0.1033
C: 4.4577 0.6892 0.1069  -0.0575
C: 5.2887 0.1790 1.0894  -0.0452
C: 4.7147 -0.3939 2.2259  -0.0397
C: 3.3218 -0.5217 2.3401  -0.1015
C: 0.0166 -0.3481 3.2072  -0.1098
C: 0.7933 0.1851 4.2468  -0.0367
C: 0.4441 -0.0932 5.5858  0.0347
C: -0.7412 -0.7996 5.9003  0.0682
C: -1.5806 -1.1826 4.8340  -0.0022
C: -1.2315 -0.9496 3.4969  -0.0008
C: 0.3356 -2.0516 0.7536  -0.2530
C: 1.4290 -2.8872 0.5165  -0.0676
C: 1.2253 -4.2122 0.1181  -0.0368
C: -0.0776 -4.7199 -0.0530  -0.0426
C: -1.1612 -3.8505 0.1146  -0.0844
C: -0.9571 -2.5131 0.5053  -0.1534
H: 2.4038 1.0059 -0.5609  0.0626
H: 4.8638 1.1311 -0.8008  0.1146
H: 6.3835 0.2563 0.9734  0.1323
H: 5.3545 -0.7773 3.0031  0.1147
H: 2.9029 -1.0268 3.2188  0.1086
H: 1.6827 0.8337 4.0224  0.1375
H: 1.1097 0.2294 6.3867  0.1382
H: -1.0141 -0.9987 6.9379  0.1486
H: -2.5191 -1.6987 5.0532  0.1324
H: -1.9339 -1.2082 2.6709  0.1194
H: 2.4522 -2.5059 0.6834  0.1137
H: 2.0855 -4.8636 -0.0309  0.1204
H: -0.2344 -5.7733 -0.3416  0.1277
H: -2.1837 -4.2168 -0.0274  0.1143
H: -1.8282 -1.8524 0.6292  0.0325

3.
# C25H33MoN5O8P2S

A structure of composition C25H33MoN5O8P2S (wB97M-V/def2-TZVPD, OMol25).

The value obtained for the frontier orbital gap is 0.2599 Ha. For the lowest unoccupied orbital energy, the calculation gives -7.1 eV. The charge is +2.

Each line ends with the Löwdin charge.
Cartesian coordinates (Å):
Mo: 0.0553 0.3358 -0.4055  1.6339
O: 0.4699 -0.0585 3.6021  -0.0581
P: -0.4251 0.5421 2.4669  0.2169
O: -1.5205 1.4191 2.8570  -0.2130
O: 0.5916 1.0737 1.3908  -0.5217
O: -0.9062 -0.7746 1.6119  -0.4916
P: -2.3888 -1.3508 1.0076  0.9238
O: -2.8440 0.0067 0.3823  -0.3186
O: -1.5939 -2.0415 -0.3168  -0.3211
O: -0.8590 -1.1184 -1.1215  -0.3925
H: 0.1339 0.1118 4.4944  0.1194
H: -3.7910 0.3342 0.0366  0.0681
C: -7.7412 2.2225 -0.4103  -0.0526
C: -6.9603 2.3438 -1.7080  -0.1658
N: -5.6561 3.0152 -1.5286  -0.0238
C: -5.5333 4.3950 -2.0181  -0.1801
C: -6.3898 5.3799 -1.2397  -0.0584
C: -4.6732 2.3261 -0.9836  -0.3526
O: -4.7919 1.1103 -0.6919  0.0403
C: -3.3416 2.9325 -0.6427  -0.0872
C: -3.1483 3.9795 0.2511  0.0518
C: -1.8869 4.1864 0.7855  0.0114
C: -0.8879 3.2729 0.5138  -0.0912
N: -1.0757 2.2702 -0.3558  -0.0420
C: -2.2492 2.1623 -0.9810  -0.0760
H: -8.6975 1.7379 -0.6038  0.0893
H: -7.9408 3.1993 0.0292  0.0734
H: -7.1971 1.6160 0.3122  0.0764
H: -7.5051 2.9292 -2.4471  0.1259
H: -6.7697 1.3601 -2.1341  0.1261
H: -5.8290 4.3872 -3.0686  0.1313
H: -4.4842 4.6794 -1.9943  0.1125
H: -7.4520 5.1665 -1.3562  0.0793
H: -6.2150 6.3894 -1.6112  0.0890
H: -6.1594 5.3606 -0.1732  0.0758
H: -3.9789 4.6008 0.5610  0.1313
H: -1.6992 4.9868 1.4859  0.1318
H: 0.0644 3.3051 1.0193  0.1206
H: -2.3546 1.3595 -1.6984  0.1250
N: 1.7133 -3.5820 -0.0306  0.1602
C: 1.9419 -2.4498 -0.6768  -0.7033
S: 1.9730 -1.0117 0.3219  0.7799
N: 2.1565 -2.4974 -1.9818  0.1059
C: 2.7345 -1.5038 -2.8400  -0.2509
C: 3.7978 -0.7141 -2.4254  -0.0381
C: 4.3646 0.1695 -3.3313  -0.0568
C: 3.8922 0.2463 -4.6344  -0.0576
C: 2.8512 -0.5752 -5.0436  -0.0593
C: 2.2681 -1.4550 -4.1453  -0.0316
H: 1.4235 -3.5462 0.9335  0.1191
H: 1.8535 -4.4866 -0.4570  0.1412
H: 1.9753 -3.3854 -2.4327  0.1706
H: 4.2022 -0.8045 -1.4273  0.1010
H: 5.2071 0.7750 -3.0230  0.1197
H: 4.3561 0.9230 -5.3398  0.1199
H: 2.5013 -0.5427 -6.0671  0.1217
H: 1.4640 -2.1108 -4.4598  0.1249
C: 2.7626 2.9752 -1.4838  -0.0156
C: 2.0489 2.7190 -2.7763  -0.1933
C: 2.2974 3.5157 -3.8827  -0.0187
C: 1.6307 3.2947 -5.0789  -0.0171
C: 0.7055 2.2651 -5.2129  -0.0222
C: 0.4192 1.4334 -4.1474  -0.2062
C: -0.6047 0.3450 -4.2654  -0.0259
C: 1.0972 1.6844 -2.9309  -0.2412
N: 0.7305 0.9539 -1.8399  -0.1061
H: 2.5076 3.9639 -1.0979  0.0984
H: 3.8408 2.9658 -1.6471  0.0956
H: 2.5439 2.2360 -0.7172  0.0546
H: 3.0178 4.3208 -3.8081  0.1309
H: 1.8368 3.9347 -5.9275  0.1243
H: 0.2025 2.1117 -6.1595  0.1285
H: -0.6265 -0.0443 -5.2827  0.0973
H: -1.6058 0.7322 -4.0551  0.0906
H: -0.4169 -0.4817 -3.5830  0.0526

Question: Among the records above, which one has the lowest charge?
Answer: C25H33GeN5O2PdS